Here is a 2-piece molecular cluster, C5H14N2OPS2 overall from the OMol25 dataset. Energies are from ωB97M-V/def2-TZVPD.

Output
* orbital gap (alpha / beta): 8.73 / 5.00 eV
* E_HOMO (alpha / beta): -11.77 / -11.34 eV

ORCA input file:
```
! wB97M-V def2-TZVPD RIJCOSX def2/J DEFGRID3
* xyz 1 3
C -1.7484 -1.5494 1.1972
C 3.0754 0.5530 -1.6173
C -3.4030 -0.3936 2.5395
C -0.2587 2.2460 -0.8205
C 4.1428 -0.4372 -1.3635
N -2.5789 -1.5901 2.2236
N -1.6264 -0.6097 0.2973
O -0.7529 1.0168 -1.2836
P -0.2582 -0.4554 -0.9631
S -0.8555 -1.6151 -2.4778
S 3.7398 -1.2975 0.2270
H -1.2868 -2.5008 1.1634
H 3.3482 1.1840 -2.4981
H 2.0917 0.0601 -1.6818
H 2.7526 1.0406 -0.6708
H -2.6828 0.5001 2.4133
H -4.0892 -0.1298 1.7998
H -3.8443 -0.4169 3.4996
H -1.1111 2.7268 -0.2563
H 0.0127 2.8603 -1.7789
H 0.6306 2.1165 -0.1581
H 5.1076 0.1200 -1.2139
H 4.3786 -1.2463 -1.9517
H -2.6040 -2.3667 2.8683
H -2.1796 0.1844 0.5063
*
```



Here is one molecule with the formula C4H5N from the OMol25 dataset. Energies are from ωB97M-V/def2-TZVPD.

Output
* orbital gap: 9.69 eV
* E_HOMO: -8.77 eV

ORCA input file:
```
! wB97M-V def2-TZVPD RIJCOSX def2/J DEFGRID3
* xyz 0 1
C 2.0492 -0.6059 1.0050
C 0.9278 -0.3195 0.6789
C -0.4356 0.0201 0.2985
C -1.1159 0.9101 -1.1856
N -0.8329 -0.4789 -1.0309
H 3.0483 -0.8622 1.2850
H -1.1861 -0.2073 1.0550
H -0.3709 1.1929 0.1359
H -2.1097 1.0366 -0.7022
H 0.0258 -0.6858 -1.5396
*
```



Here is an isolated ion of composition C5H16N3 and charge +1 from the OMol25 dataset. Energies are from ωB97M-V/def2-TZVPD.

Output
* orbital gap (alpha / beta): 5.84 / 7.97 eV
* E_HOMO (alpha / beta): -8.28 / -14.46 eV

ORCA input file:
```
! wB97M-V def2-TZVPD RIJCOSX def2/J DEFGRID3
* xyz 1 3
C 0.8909 -0.8440 1.7684
C 2.2054 -0.5042 -0.1065
C -0.7879 0.0277 -2.1270
C -2.0127 -0.5976 -0.2191
C 0.0791 0.9009 0.0459
N -0.4701 1.6523 1.0466
N 0.7886 -0.6887 0.3368
N -1.1718 0.4443 -0.7277
H 1.3337 -1.7467 1.9905
H 1.4450 -0.1254 2.3585
H -0.0442 -0.8805 2.2103
H 2.6640 -1.5231 -0.1432
H 2.1873 -0.1984 -1.1922
H 2.8097 -0.0515 0.6460
H 0.2059 0.4395 -2.2543
H -0.8122 -1.0273 -2.2836
H -1.4727 0.5418 -2.9016
H -1.5318 -1.6021 -0.1631
H -2.1951 -0.2983 0.7907
H -2.8816 -0.5655 -0.8372
H 0.7620 1.4121 -0.5846
H -0.0542 2.6136 1.1235
H -0.1576 1.2989 1.9177
H -1.7797 1.3220 -0.6949
*
```



Energy above the lowest of the compared OMol25 structures with the same formula, charge and spin readings, ordered: 50.7 139.7 61.4 kcal per mole